(1)
Entry from the Open Molecules 2025 dataset: C19H24NO2OsS4 as an isolated structure at a distorted geometry (ωB97M-V/def2-TZVPD).

Atoms and positions in Å:
1 Os 0.6054 -0.7865 0.7607
2 C 2.9341 0.7536 2.4988
3 C 3.1706 -0.7282 2.6959
4 S 1.6854 -1.7762 2.6514
5 C 0.6499 -1.3505 4.0790
6 C -0.1159 -0.0464 3.9708
7 S -0.9212 0.1371 2.3412
8 C -0.7316 1.9037 1.9980
9 C 0.7074 2.3642 1.8777
10 S 1.8073 1.1121 1.0687
11 H 3.8775 1.2568 2.2841
12 H 2.5062 1.2193 3.3816
13 H 3.7003 -0.9217 3.6306
14 H 3.7938 -1.1417 1.9001
15 H 1.2897 -1.3638 4.9627
16 H -0.0239 -2.2050 4.1590
17 H 0.5085 0.8248 4.1559
18 H -0.9212 -0.0433 4.7063
19 H -1.2632 2.4711 2.7638
20 H -1.2747 2.0421 1.0650
21 H 1.1557 2.5994 2.8396
22 H 0.7712 3.2703 1.2751
23 N 2.0429 -1.8952 -0.4054
24 C 1.2740 -2.8414 -1.2304
25 C 0.3470 -3.6121 -0.5455
26 C -0.4323 -4.5176 -1.2531
27 C -0.2595 -4.6347 -2.6260
28 C 0.6819 -3.8576 -3.2892
29 C 1.4696 -2.9473 -2.5900
30 H 2.6695 -1.3246 -0.9699
31 H 2.6462 -2.4702 0.1838
32 H 0.2655 -3.5558 0.5438
33 H -1.1463 -5.1436 -0.7356
34 H -0.8484 -5.3524 -3.1806
35 H 0.8216 -3.9695 -4.3561
36 H 2.2153 -2.3520 -3.1050
37 O -4.2999 4.4782 -4.0547
38 C -3.1174 4.4600 -3.4794
39 O -2.4029 5.4333 -3.4837
40 C -2.5989 3.2119 -2.7849
41 C -1.2978 3.3233 -2.2473
42 C -0.7259 2.2558 -1.6182
43 C -1.4466 1.0323 -1.5096
44 S -0.8086 -0.3933 -0.8756
45 C -2.7500 0.9247 -2.0772
46 C -3.3192 2.0184 -2.6846
47 H -4.7975 3.6518 -3.9939
48 H -0.7772 4.2652 -2.3654
49 H 0.2850 2.3172 -1.2337
50 H -3.2820 -0.0160 -2.0122
51 H -4.3196 1.9200 -3.0865

LUMO (alpha / beta): -12.6 / -12.6 eV
DFT total energy: -71458.92699 eV
molecular weight: 616.90 g mol⁻¹
energy above the lowest of the compared OMol25 structures with the same formula, charge and spin: 59.4 kJ/mol
total charge: +3

---

(2)
Entry from the Open Molecules 2025 dataset: C19H25Br2N7OOsS2 as an isolated structure at a distorted geometry (ωB97M-V/def2-TZVPD).

Atoms and positions in Å:
1 Os 1.4677 -0.1588 -0.4194
2 Br 2.3555 1.8834 -5.0671
3 C 3.5897 1.1466 -3.9521
4 C 4.8751 0.7638 -4.4934
5 C 5.8227 0.5342 -3.5609
6 Br 7.5837 0.8264 -4.0225
7 C 5.4838 0.1452 -2.1115
8 C 6.3019 -0.4081 -1.1117
9 C 5.6711 -0.9671 0.0143
10 C 4.2630 -0.8048 0.1328
11 N 3.5239 -0.1480 -0.6828
12 C 4.1457 0.3654 -1.7418
13 C 3.2697 1.0375 -2.6239
14 O 2.1894 1.2991 -2.1312
15 H 4.9207 0.8347 -5.5975
16 H 7.3585 -0.5025 -1.0912
17 H 6.2598 -1.4406 0.7789
18 H 3.8195 -1.2358 0.9827
19 S -4.2759 -1.6304 0.9968
20 C -5.6565 -0.6478 1.0951
21 N -6.6387 -0.6949 0.2331
22 C -7.6016 0.3817 0.4606
23 C -6.7744 1.3121 1.3574
24 N -5.8485 0.3789 1.9087
25 H -6.8055 -1.3839 -0.4523
26 H -8.4746 -0.0125 1.0150
27 H -7.8862 0.8449 -0.4643
28 H -7.4010 1.7793 2.0818
29 H -6.2868 2.1067 0.8046
30 H -5.2718 0.4574 2.7417
31 C -2.7085 2.9495 -2.2090
32 N -1.2413 2.6327 -2.1119
33 C -0.3167 3.5665 -1.1709
34 C -0.8646 1.4618 -1.7037
35 N -0.4934 0.5267 -1.1324
36 H -3.1265 1.9953 -2.4807
37 H -2.9757 3.7574 -2.8962
38 H -3.1621 3.3332 -1.3010
39 H -1.0375 3.9849 -0.4651
40 H 0.0943 4.4035 -1.7292
41 H 0.4208 2.9793 -0.6197
42 C 2.1618 -2.0266 4.2752
43 N 1.3730 -2.4592 3.0610
44 C 0.4044 -3.5965 3.1003
45 C -0.6596 -3.2663 2.0228
46 N -0.4403 -1.8373 1.7533
47 C 0.6625 -1.5108 2.4041
48 S 1.5293 -0.1059 2.3492
49 H 2.1150 -0.9258 4.3993
50 H 3.2190 -2.3683 4.1987
51 H 1.6938 -2.5041 5.1145
52 H -0.0752 -3.6040 4.1056
53 H 0.9291 -4.5319 2.9918
54 H -1.6558 -3.2913 2.4991
55 H -0.6785 -3.9487 1.1567
56 H -1.0396 -1.2532 1.1500
57 H 1.8928 -0.4230 -1.8415

LUMO (alpha / beta): -6.2 / -8.1 eV
DFT total energy: -196788.69086 eV
molecular weight: 781.63 g mol⁻¹
energy above the lowest of the compared OMol25 structures with the same formula, charge and spin: 456.8 kJ/mol
spin multiplicity: 5
total charge: +2

---

(3)
Entry from the Open Molecules 2025 dataset: C19H25ClCoMgNO2 as an isolated structure at a distorted geometry (ωB97M-V/def2-TZVPD).

Atoms and positions in Å:
1 Co -1.3994 1.7849 -2.2539
2 Cl -2.4908 0.3389 -0.9075
3 C -1.3856 1.1673 -4.2209
4 C -3.0912 2.6830 -3.2612
5 H -1.7412 1.9343 -4.9416
6 H -0.3834 0.8413 -4.6287
7 H -2.1175 0.3172 -4.2642
8 H -2.9078 3.1102 -4.2611
9 H -3.6378 3.5120 -2.6491
10 H -3.8103 1.8514 -3.4737
11 Mg -0.1140 -0.1593 0.0123
12 C 0.7772 -1.9816 -0.7364
13 C 0.5979 1.7988 -0.5658
14 H 1.0478 -1.8681 -1.8229
15 H 1.6500 -2.1490 -0.0817
16 H 0.1637 -2.8948 -0.6455
17 H 0.1869 2.7876 -0.2034
18 H 1.5811 2.0241 -1.0826
19 C 4.5523 -2.6948 4.0828
20 C 3.2114 -3.2517 3.6902
21 C 3.1168 -4.1268 2.6032
22 C 1.8712 -4.5759 2.1499
23 C 0.7287 -4.1766 2.8206
24 C 0.8112 -3.2817 3.8866
25 N -0.3986 -2.8623 4.4327
26 C -0.7810 -1.5688 4.8201
27 C -1.4426 -1.3836 6.0430
28 C -1.5627 -0.1004 6.5527
29 C -1.0247 1.0078 5.8720
30 C -0.4607 0.8567 4.5995
31 C -0.3663 -0.4323 4.0923
32 C 0.2005 -0.6838 2.7204
33 O 1.4387 -0.6502 2.5675
34 O -0.6665 -0.9008 1.8023
35 C 2.0627 -2.8458 4.3788
36 C 2.1514 -1.8598 5.4956
37 H 4.5573 -1.6019 3.9482
38 H 4.8163 -2.9063 5.1286
39 H 5.3366 -3.1133 3.4434
40 H 4.0501 -4.4803 2.1549
41 H 1.8220 -5.2434 1.3024
42 H -0.2672 -4.4649 2.4903
43 H -1.0998 -3.5859 4.5868
44 H -1.7905 -2.2714 6.5650
45 H -2.0070 0.0194 7.5346
46 H -1.1314 2.0000 6.2705
47 H -0.1066 1.7041 3.9730
48 H 2.1236 -0.8408 5.0635
49 H 1.2761 -1.9649 6.1560
50 H 3.0795 -2.0011 6.0746

LUMO (alpha / beta): 4.5 / 4.5 eV
DFT total energy: -81285.87371 eV
molecular weight: 418.10 g mol⁻¹
spin multiplicity: 5
total charge: -2

---

(4)
Entry from the Open Molecules 2025 dataset: a 2-piece molecular cluster, C19H25ClN4O2S overall at a distorted geometry (ωB97M-V/def2-TZVPD).

Atoms and positions in Å:
1 C -2.2838 -0.1140 -2.4301
2 H -2.3627 -0.1415 -3.6358
3 H -2.7626 -1.1019 -2.1967
4 H -2.7284 0.8221 -2.1383
5 C -0.8430 -0.0086 -2.2454
6 N -0.6849 -0.0138 -0.5797
7 C -0.8257 1.1109 0.3299
8 N -0.4308 0.7041 1.3347
9 N -0.2205 -0.6036 1.4139
10 C -0.4232 -1.1161 0.2203
11 C -0.0338 -2.6147 -0.0516
12 N -1.2191 -2.9332 -0.8718
13 C -1.5623 -4.0151 -1.7388
14 C -0.3072 -4.9785 -1.8818
15 C -0.4274 -5.9717 -2.8505
16 C -1.7548 -6.3467 -3.0979
17 C -2.9953 -5.5925 -2.9088
18 C -2.7598 -4.4942 -2.0237
19 Cl -4.0651 -3.7475 -1.7722
20 H -3.8061 -5.9600 -3.1432
21 H -1.7497 -7.2089 -3.9218
22 H 0.4674 -6.5866 -2.7734
23 H 0.6904 -4.7109 -1.4660
24 H -2.2681 -2.7069 -0.2385
25 H 0.8954 -2.6786 -0.9760
26 H -0.0280 -3.1952 0.7351
27 S -1.1253 2.7049 -0.4772
28 C 0.0072 3.3572 0.8939
29 C 1.2965 3.0732 1.0728
30 O 1.7805 2.3018 0.1588
31 O 2.0174 3.4172 2.0171
32 C 3.3372 3.1705 2.1651
33 C 4.2356 3.9395 1.4673
34 C 4.0687 5.5427 1.8674
35 C 4.4251 5.6173 3.3979
36 C 3.6015 4.5438 4.2664
37 C 3.6175 3.2519 3.6049
38 H 2.7175 2.5893 4.5534
39 H 4.5784 2.8218 4.0069
40 H 2.5805 5.0681 4.2039
41 H 3.5411 4.7297 5.3571
42 H 4.4186 6.6131 3.9999
43 H 5.4831 5.3021 3.6349
44 H 3.0425 5.9416 1.7353
45 H 4.9736 6.1092 1.3222
46 H 5.1262 3.5356 1.4940
47 H 3.8298 3.8991 0.3725
48 H 3.2066 2.0384 1.8967
49 H -0.5019 3.2125 1.7675
50 H -0.0713 4.5940 0.7869
51 H -0.2535 -1.0816 -2.4699
52 H -0.1756 0.7056 -2.5000

LUMO: 0.5 eV
DFT total energy: -53506.52298 eV
molecular weight: 408.95 g mol⁻¹
energy above the lowest of the compared OMol25 structures with the same formula, charge and spin: 1594.5 kJ/mol

---

Copy entry 3 word for word.
Entry from the Open Molecules 2025 dataset: C19H25ClCoMgNO2 as an isolated structure at a distorted geometry (ωB97M-V/def2-TZVPD).

Atoms and positions in Å:
1 Co -1.3994 1.7849 -2.2539
2 Cl -2.4908 0.3389 -0.9075
3 C -1.3856 1.1673 -4.2209
4 C -3.0912 2.6830 -3.2612
5 H -1.7412 1.9343 -4.9416
6 H -0.3834 0.8413 -4.6287
7 H -2.1175 0.3172 -4.2642
8 H -2.9078 3.1102 -4.2611
9 H -3.6378 3.5120 -2.6491
10 H -3.8103 1.8514 -3.4737
11 Mg -0.1140 -0.1593 0.0123
12 C 0.7772 -1.9816 -0.7364
13 C 0.5979 1.7988 -0.5658
14 H 1.0478 -1.8681 -1.8229
15 H 1.6500 -2.1490 -0.0817
16 H 0.1637 -2.8948 -0.6455
17 H 0.1869 2.7876 -0.2034
18 H 1.5811 2.0241 -1.0826
19 C 4.5523 -2.6948 4.0828
20 C 3.2114 -3.2517 3.6902
21 C 3.1168 -4.1268 2.6032
22 C 1.8712 -4.5759 2.1499
23 C 0.7287 -4.1766 2.8206
24 C 0.8112 -3.2817 3.8866
25 N -0.3986 -2.8623 4.4327
26 C -0.7810 -1.5688 4.8201
27 C -1.4426 -1.3836 6.0430
28 C -1.5627 -0.1004 6.5527
29 C -1.0247 1.0078 5.8720
30 C -0.4607 0.8567 4.5995
31 C -0.3663 -0.4323 4.0923
32 C 0.2005 -0.6838 2.7204
33 O 1.4387 -0.6502 2.5675
34 O -0.6665 -0.9008 1.8023
35 C 2.0627 -2.8458 4.3788
36 C 2.1514 -1.8598 5.4956
37 H 4.5573 -1.6019 3.9482
38 H 4.8163 -2.9063 5.1286
39 H 5.3366 -3.1133 3.4434
40 H 4.0501 -4.4803 2.1549
41 H 1.8220 -5.2434 1.3024
42 H -0.2672 -4.4649 2.4903
43 H -1.0998 -3.5859 4.5868
44 H -1.7905 -2.2714 6.5650
45 H -2.0070 0.0194 7.5346
46 H -1.1314 2.0000 6.2705
47 H -0.1066 1.7041 3.9730
48 H 2.1236 -0.8408 5.0635
49 H 1.2761 -1.9649 6.1560
50 H 3.0795 -2.0011 6.0746

LUMO (alpha / beta): 4.5 / 4.5 eV
DFT total energy: -81285.87371 eV
molecular weight: 418.10 g mol⁻¹
spin multiplicity: 5
total charge: -2

---

Copy entry 1 word for word.
Entry from the Open Molecules 2025 dataset: C19H24NO2OsS4 as an isolated structure at a distorted geometry (ωB97M-V/def2-TZVPD).

Atoms and positions in Å:
1 Os 0.6054 -0.7865 0.7607
2 C 2.9341 0.7536 2.4988
3 C 3.1706 -0.7282 2.6959
4 S 1.6854 -1.7762 2.6514
5 C 0.6499 -1.3505 4.0790
6 C -0.1159 -0.0464 3.9708
7 S -0.9212 0.1371 2.3412
8 C -0.7316 1.9037 1.9980
9 C 0.7074 2.3642 1.8777
10 S 1.8073 1.1121 1.0687
11 H 3.8775 1.2568 2.2841
12 H 2.5062 1.2193 3.3816
13 H 3.7003 -0.9217 3.6306
14 H 3.7938 -1.1417 1.9001
15 H 1.2897 -1.3638 4.9627
16 H -0.0239 -2.2050 4.1590
17 H 0.5085 0.8248 4.1559
18 H -0.9212 -0.0433 4.7063
19 H -1.2632 2.4711 2.7638
20 H -1.2747 2.0421 1.0650
21 H 1.1557 2.5994 2.8396
22 H 0.7712 3.2703 1.2751
23 N 2.0429 -1.8952 -0.4054
24 C 1.2740 -2.8414 -1.2304
25 C 0.3470 -3.6121 -0.5455
26 C -0.4323 -4.5176 -1.2531
27 C -0.2595 -4.6347 -2.6260
28 C 0.6819 -3.8576 -3.2892
29 C 1.4696 -2.9473 -2.5900
30 H 2.6695 -1.3246 -0.9699
31 H 2.6462 -2.4702 0.1838
32 H 0.2655 -3.5558 0.5438
33 H -1.1463 -5.1436 -0.7356
34 H -0.8484 -5.3524 -3.1806
35 H 0.8216 -3.9695 -4.3561
36 H 2.2153 -2.3520 -3.1050
37 O -4.2999 4.4782 -4.0547
38 C -3.1174 4.4600 -3.4794
39 O -2.4029 5.4333 -3.4837
40 C -2.5989 3.2119 -2.7849
41 C -1.2978 3.3233 -2.2473
42 C -0.7259 2.2558 -1.6182
43 C -1.4466 1.0323 -1.5096
44 S -0.8086 -0.3933 -0.8756
45 C -2.7500 0.9247 -2.0772
46 C -3.3192 2.0184 -2.6846
47 H -4.7975 3.6518 -3.9939
48 H -0.7772 4.2652 -2.3654
49 H 0.2850 2.3172 -1.2337
50 H -3.2820 -0.0160 -2.0122
51 H -4.3196 1.9200 -3.0865

LUMO (alpha / beta): -12.6 / -12.6 eV
DFT total energy: -71458.92699 eV
molecular weight: 616.90 g mol⁻¹
energy above the lowest of the compared OMol25 structures with the same formula, charge and spin: 59.4 kJ/mol
total charge: +3

---

> What is the formula in the third record?

C19H25ClCoMgNO2